Record 1
55
Properties=species:S:1:pos:R:3:forces:R:3 method="wB97M-V/def2-TZVPD" homo_lumo_gap_ev=7.993 charge=0 e_above_lowest_ev=0.000 total_energy_ha=-3142.393536
I 0.7187 -3.4658 -2.4483 0.3 -0.2 0.0
I 4.7682 4.1682 -0.7897 0.3 -0.1 0.1
Sc 0.6458 -0.3720 0.0424 0.0 0.5 -0.1
S -2.3652 1.5435 3.3272 0.5 -0.7 -0.2
O 0.4841 -0.3353 -1.9948 0.2 0.2 0.0
O 4.6019 -1.8261 -0.6256 0.2 0.1 0.2
O 1.4972 -0.1569 -3.9615 -0.3 0.3 -3.0
N 2.7002 -0.5447 -0.6691 -0.4 -0.3 0.9
N -1.7179 0.2709 -0.3953 0.7 -0.6 -0.1
N 1.9315 -1.4526 1.8190 -0.2 -0.1 0.0
N -0.5917 -2.5559 0.0836 -0.8 0.2 0.3
N 1.0551 2.0776 -0.3446 1.1 -0.5 0.0
C -2.7238 -3.3811 0.9691 1.7 1.2 -0.2
C -0.8336 1.5312 4.0936 0.0 -0.3 -1.3
C -4.3558 0.9541 -0.6382 -0.9 0.6 1.8
C 2.3529 2.4220 -0.3092 0.3 0.1 -0.5
C 0.1609 1.0491 3.2590 -1.0 0.1 0.9
C -1.6560 0.7432 1.9242 0.5 0.8 0.7
C 1.5371 -0.2010 -2.7862 0.3 -0.3 3.0
C 0.1973 2.9945 -0.7582 -1.3 -0.8 0.5
C 3.3025 -1.8429 1.3398 -0.8 1.8 0.6
C 2.7489 3.6878 -0.7221 1.0 0.0 -0.1
C -3.7125 0.9492 0.6143 -3.0 0.2 0.7
C -0.7353 -3.3429 -0.9891 -1.6 -0.4 0.5
C -0.2969 0.5732 1.9906 0.1 -0.2 0.0
C 1.8546 4.6371 -1.1814 1.1 0.2 0.1
C -1.9106 -4.1299 -1.1675 0.7 0.1 -0.3
C -3.5958 0.7331 -1.7565 -1.6 -0.1 -2.1
C 0.5626 4.2653 -1.1552 -2.2 0.5 0.1
C -2.3952 0.6480 0.7010 0.6 -0.1 -0.6
C -1.5663 -2.5725 1.0630 0.2 -1.8 -0.9
C 3.6007 -1.3633 -0.0858 0.1 -0.3 -0.7
C -2.9048 -4.0765 -0.2152 -1.4 -0.8 0.1
C 2.9029 -0.1738 -2.0596 -0.7 -1.1 -0.3
C -2.3235 0.2615 -1.5805 1.3 -0.4 -0.4
H -0.8379 2.6205 -0.7291 0.4 0.7 -0.2
H 3.2775 0.8307 -2.1308 0.4 0.6 -0.2
H -4.0495 0.8427 -2.7886 0.7 -0.4 1.4
H -1.2700 -2.0571 1.9613 -0.3 0.4 0.1
H -5.4604 1.1100 -0.6558 1.1 0.1 -0.3
H 4.0603 -1.4598 2.0465 -0.2 -0.1 -0.5
H -0.8216 1.8801 5.0961 0.5 0.3 0.6
H 1.9893 -0.8012 2.6145 -0.2 -0.6 -0.6
H -1.7449 -0.1908 -2.4070 -0.2 0.7 0.5
H -3.4295 -3.5248 1.7680 -0.1 0.5 0.2
H -0.1816 5.0289 -1.3667 -0.2 -0.4 -0.3
H 3.3801 -2.8867 1.3614 0.2 -1.6 -0.2
H 1.1806 1.0548 3.5993 0.4 -0.1 0.0
H 3.5619 -0.8379 -2.6620 -0.2 0.3 0.8
H -4.2706 1.1180 1.5917 0.5 -0.1 -1.6
H -2.0013 -4.8118 -2.0238 0.1 0.6 0.3
H 1.3489 -2.2660 2.1059 0.8 0.8 -0.2
H -3.8926 -4.6177 -0.3171 1.5 0.4 -0.2
H 3.0965 1.6236 -0.1033 -0.7 0.7 0.2
H 2.1265 5.6282 -1.5536 0.2 -0.4 0.3

---

Record 2
56
Properties=species:S:1:pos:R:3:forces:R:3 method="wB97M-V/def2-TZVPD" homo_lumo_gap_ev="6.242 / 6.152" charge=0 total_energy_ha=-7381.583721
I -3.5953 0.4192 -1.0479 0.0 0.0 0.0
Te 0.6408 3.9647 -2.9715 -0.1 0.0 0.0
Te 1.8104 2.0423 -4.4106 0.1 0.0 0.0
Mo -0.8734 0.5740 -1.6538 0.2 0.1 0.6
Se -1.5420 2.6910 -2.7143 0.1 -0.1 0.0
Se 1.3500 0.2289 -2.7054 -0.1 0.0 0.1
S -0.3450 -1.7427 -0.7247 0.0 0.1 -0.1
O -0.4323 1.2807 0.0303 -0.1 0.0 -0.8
O 1.7438 0.0859 0.6555 0.0 0.0 -0.1
O -0.9477 1.7396 2.1407 0.1 0.1 -0.1
N -1.5932 -0.7000 -3.4979 0.1 0.0 0.0
N -2.4884 -2.5141 -2.2496 0.0 0.0 0.1
N -2.6509 -3.0602 -0.1648 0.0 0.0 -0.1
C -1.8568 -2.4420 -1.0516 0.0 0.1 0.0
C -3.7072 -3.1605 -2.0884 0.0 -0.1 0.1
C 2.8792 -0.4269 4.8022 0.0 0.0 0.0
C 1.3033 0.9929 1.6556 -0.1 0.1 0.0
C 1.8429 -1.1720 5.3435 0.0 0.0 0.0
C 2.0164 3.2245 2.6279 0.0 0.0 0.0
C 3.2914 3.9168 0.2638 0.0 0.0 0.0
C -1.9289 -2.1698 -5.8443 0.0 0.1 0.0
C -2.0676 -1.9466 -3.4754 0.0 0.0 -0.1
C 2.6395 4.4558 2.5107 0.0 0.0 0.0
C 2.0404 2.3267 1.5648 0.1 0.0 -0.1
C 2.6740 0.3064 3.6435 0.0 0.0 0.0
C -2.2310 -2.7211 -4.6152 0.0 0.1 0.0
C 2.6642 2.6838 0.3750 0.0 0.0 0.0
C -0.1581 1.3720 1.3175 0.0 -0.5 0.4
C -3.8018 -3.4959 -0.7896 -0.1 0.0 -0.1
C 3.2850 4.8016 1.3304 0.0 0.0 0.0
C 1.4354 0.3045 3.0083 0.0 0.1 0.0
C -1.4615 -0.8664 -5.8866 0.0 -0.1 0.0
C 0.6063 -1.1810 4.7150 0.0 0.0 0.0
C -1.2935 -0.1832 -4.7018 0.0 0.0 0.0
C -2.3995 -3.0715 1.2656 0.0 0.0 0.0
C 0.4034 -0.4509 3.5537 0.0 0.0 0.0
H -0.5693 -0.4576 3.0823 0.0 0.0 0.0
H -1.2072 -0.3754 -6.8145 0.0 0.0 0.0
H 2.6380 -0.1884 0.8895 0.0 0.0 0.0
H -4.3968 -3.2731 -2.9039 0.0 0.0 0.0
H 3.4850 0.8997 3.2359 0.0 0.0 0.0
H -4.5907 -3.9837 -0.2469 0.0 0.0 0.0
H -2.0495 -2.7535 -6.7468 0.0 0.0 0.0
H -1.3790 -3.3933 1.4568 0.0 0.0 0.0
H -0.2092 -1.7559 5.1358 0.0 0.0 0.0
H 3.8482 -0.4102 5.2845 0.0 0.0 0.0
H -0.9037 0.8245 -4.6981 0.0 0.0 0.0
H -2.5794 -3.7391 -4.5200 0.0 0.0 0.0
H 2.6402 2.0021 -0.4664 0.0 0.0 0.0
H 3.7731 5.7637 1.2412 0.0 0.0 0.0
H 1.5011 2.9606 3.5428 0.0 0.0 0.0
H 1.9961 -1.7397 6.2523 0.0 0.0 0.0
H -2.5424 -2.0648 1.6592 0.0 0.0 0.0
H -3.0988 -3.7600 1.7318 0.0 0.0 0.0
H 3.7732 4.1879 -0.6672 0.0 0.0 0.0
H 2.6189 5.1499 3.3411 0.0 0.0 0.0

---

Record 3
51
Properties=species:S:1:pos:R:3:forces:R:3 method="wB97M-V/def2-TZVPD" homo_lumo_gap_ev=7.909 smiles="COc1ccc(Cn2c(=S)[nH]c3cc(C(=O)NCc4cccnc4)ccc3c2=O)cc1" charge=0 e_above_lowest_ev=0.000 total_energy_ha=-1731.460525
S -3.9000 0.3357 1.4280 -0.4 -0.2 0.1
O 1.7433 0.1864 -4.9274 0.2 0.2 -0.1
O -0.9324 0.0340 7.0309 0.2 0.1 -0.2
O -0.2186 3.5728 0.9230 0.1 0.0 0.0
N -1.8829 2.0439 1.1290 0.0 0.0 -0.2
N -2.0096 0.2321 -0.3368 0.0 0.0 0.0
N 4.2907 -5.0688 -3.8772 0.1 -0.5 0.2
N 1.1374 -1.7500 -3.9332 -0.2 -0.3 0.1
C -0.3788 1.1282 5.0422 0.0 -0.1 0.2
C 1.6695 -2.6028 -4.9793 0.1 0.0 -0.1
C 4.1287 -2.3759 -4.5028 0.0 -0.2 0.0
C 3.1466 -4.5285 -4.2566 -0.2 0.3 -0.2
C -0.7398 2.5570 0.5185 0.2 0.1 -0.1
C -0.2360 1.7873 -0.6256 0.0 -0.3 -0.3
C 3.0001 -3.1861 -4.5856 0.1 -0.1 0.0
C 1.2550 -0.4014 -3.9844 -0.2 -0.2 0.1
C -1.8839 -0.4321 7.9566 -0.1 -0.1 0.1
C -3.0319 1.5981 4.4426 0.2 0.2 -0.1
C 0.8895 2.2217 -1.3233 -0.1 -0.1 0.0
C 1.3555 1.5014 -2.4006 0.0 0.0 -0.1
C -2.5299 0.9122 0.7237 -0.4 -0.5 -0.2
C -0.8917 0.6181 -1.0288 0.5 0.5 0.0
C -2.0501 2.0385 3.5714 -0.1 0.1 0.0
C -0.4090 -0.1180 -2.1092 0.1 0.0 0.0
C -2.7043 0.9299 5.6102 0.0 -0.2 0.3
C -0.7162 1.7969 3.8868 -0.1 0.0 0.1
C 5.3559 -4.2909 -3.8037 0.2 0.1 0.0
C 5.3301 -2.9365 -4.1061 -0.1 0.0 0.0
C 0.7157 0.3219 -2.7895 -0.2 0.3 0.2
C -2.4045 2.7540 2.2942 -0.1 0.4 0.4
C -1.3714 0.6847 5.9187 0.0 0.1 -0.2
H 0.8766 -2.1940 -3.0673 0.0 0.2 0.0
H 1.7843 -1.9672 -5.8619 -0.1 -0.2 0.1
H -2.5192 -0.5966 -0.6149 0.0 0.2 0.2
H -1.3126 -0.9098 8.7510 -0.1 0.0 0.0
H 2.2125 1.8331 -2.9650 0.1 0.0 -0.1
H 0.0624 2.1446 3.2235 0.1 0.0 -0.1
H -0.9423 -1.0038 -2.4227 0.0 -0.1 -0.1
H 6.2686 -4.7787 -3.4881 0.1 0.0 0.0
H 0.6519 0.9364 5.2954 0.1 0.0 0.0
H -3.4885 2.8369 2.1910 0.2 0.0 0.0
H -2.4710 0.3902 8.3782 0.0 0.0 0.0
H 1.3700 3.1319 -0.9997 0.0 0.1 0.0
H 4.0555 -1.3268 -4.7510 0.0 0.1 0.0
H 0.9492 -3.3980 -5.1909 0.1 0.1 -0.1
H -1.9500 3.7480 2.2738 -0.1 -0.2 -0.1
H 6.2256 -2.3391 -4.0349 0.1 0.0 0.0
H -4.0719 1.7704 4.2097 -0.1 0.0 -0.1
H -2.5586 -1.1665 7.5049 0.0 0.0 0.0
H 2.3040 -5.2078 -4.3054 -0.2 0.0 0.0
H -3.4975 0.6023 6.2632 0.0 -0.1 0.1

---

Record 4
53
Properties=species:S:1:pos:R:3:forces:R:3 method="wB97M-V/def2-TZVPD" homo_lumo_gap_ev="5.020 / 5.263" s_squared=0.80 spin_multiplicity=2 charge=+1 e_above_lowest_ev=3.590 total_energy_ha=-1537.306463
Ru 0.2470 -0.9507 -0.3865 1.4 -1.7 -1.3
O -0.6592 -2.8448 -4.1407 0.1 -0.3 -0.3
O 2.8465 -3.5719 1.8368 0.3 -0.3 0.0
O -1.9199 5.5603 2.2224 0.0 -0.1 0.0
N 0.2120 -2.3708 -2.0348 -0.6 1.9 1.1
N -0.9651 3.1498 1.2112 0.3 0.0 -0.2
N 1.1709 -0.5262 1.8512 -0.8 0.3 -0.5
N 1.5619 -2.6065 0.1530 -1.0 2.0 0.4
N -1.1571 -0.0600 -2.1248 0.0 0.2 1.1
N -0.0646 1.1928 0.0242 0.5 -1.0 -0.1
C 2.1795 -2.6688 1.3957 -0.5 0.0 -0.3
C -0.5470 -2.1345 -3.1730 0.0 -0.1 0.5
C -1.8098 1.1106 -2.1526 -0.1 0.0 0.1
C 0.9851 -4.5872 -2.8650 -0.3 0.6 0.0
C 1.0023 0.5200 2.6701 -0.2 0.0 0.0
C -2.8383 4.5445 1.8667 0.1 0.1 0.0
C -2.0687 -0.5419 -4.2731 -0.1 0.1 -0.1
C 2.4596 -5.8378 -1.4495 -0.2 -0.2 -0.5
C 2.4588 -0.3772 4.3227 0.0 -0.1 0.0
C 1.6701 -3.6645 -0.7205 0.1 -0.9 -0.8
C -0.0290 4.2702 1.4728 0.0 0.0 0.0
C -1.2876 -0.8520 -3.1729 0.0 -0.1 -0.2
C -2.6084 1.5063 -3.2058 0.0 0.0 0.0
C 2.6404 -1.4574 3.4837 0.1 0.1 0.2
C 1.9805 -1.4844 2.2653 0.1 -0.1 0.1
C -0.7985 5.5711 1.3576 -0.1 -0.1 0.0
C -2.7501 0.6588 -4.2918 0.0 -0.1 -0.1
C 1.7278 -5.7083 -2.6373 0.3 -0.2 0.3
C 2.4347 -4.8447 -0.5160 -0.1 0.5 0.4
C -2.2078 3.1709 2.0007 -0.1 -0.1 0.0
C 0.9361 -3.5336 -1.9131 0.7 -1.0 0.0
C -0.5191 2.0827 0.6049 0.0 0.5 0.1
C 1.6180 0.6386 3.8980 0.0 0.0 0.0
H 1.7552 -6.4921 -3.3826 0.0 0.0 0.0
H -0.1629 6.4004 1.6578 0.0 0.0 0.0
H 3.2734 -2.2939 3.7384 0.0 0.0 0.0
H 2.9983 -4.9508 0.3862 0.1 -0.1 0.1
H 3.0518 -6.7264 -1.2741 0.0 0.0 0.0
H -2.1175 -1.2551 -5.0812 0.0 0.0 0.0
H 0.4322 -4.4928 -3.7765 0.0 0.0 -0.1
H -1.1192 5.7220 0.3205 0.0 0.0 0.0
H 1.4327 1.5130 4.5081 0.0 0.0 0.0
H -2.8859 2.3996 1.6399 0.0 0.0 0.0
H -1.6839 1.7573 -1.3056 -0.1 0.0 -0.1
H 0.7845 4.2309 0.7514 0.0 0.0 0.0
H 0.3435 1.2994 2.3362 0.0 -0.1 0.1
H 2.9527 -0.3307 5.2846 0.0 0.0 0.0
H -3.6831 4.6236 2.5461 0.0 0.0 0.0
H 0.3787 4.1757 2.4814 0.0 -0.1 0.0
H -1.9769 2.9797 3.0506 0.1 -0.1 0.0
H -3.1908 4.6952 0.8397 0.0 0.0 0.0
H -3.1087 2.4637 -3.1672 0.0 0.0 0.0
H -3.3750 0.9282 -5.1336 0.0 0.0 0.0